14
Properties=species:S:1:pos:R:3:forces:R:3:mulliken_charge:R:1 method="wB97M-V/def2-TZVPD" e_above_lowest_kj_mol=439.62 homo_energy_ha=-0.3194 energy_ev=-9275.354
C -1.450 -0.434 0.281 0.30 -0.19 -0.15 0.13
C -1.383 1.013 -0.111 0.19 0.02 0.08 -0.54
N -0.645 -1.299 -0.243 -0.07 0.30 0.26 -0.26
O -0.233 1.407 0.564 -0.15 -0.11 -0.17 -0.73
H -2.075 -0.745 1.115 0.00 -0.04 -0.06 0.37
H 0.210 -0.872 -0.772 -0.07 0.06 0.04 0.37
H -0.528 -2.203 0.196 -0.10 0.07 -0.03 0.25
H -1.330 1.117 -1.209 0.03 -0.04 0.06 0.24
H -2.281 1.539 0.233 0.05 -0.03 -0.02 0.28
N 2.263 -0.441 0.158 -0.31 0.17 -0.25 -0.46
O 1.354 0.167 -0.804 0.27 -0.09 0.25 -0.62
H 0.727 0.864 -0.191 -0.06 -0.10 0.05 0.49
H 3.186 -0.240 -0.220 -0.08 0.01 0.03 0.25
H 2.185 0.128 1.002 -0.01 -0.02 -0.09 0.24

79
Properties=species:S:1:pos:R:3:forces:R:3:mulliken_charge:R:1 method="wB97M-V/def2-TZVPD" e_above_lowest_kj_mol=0.00 homo_energy_ha=-0.1502 energy_ev=-89273.282 charge=-1
Pt 0.180 -1.076 -0.926 -0.47 -0.04 -0.12 1.53
O -0.215 -0.414 2.816 0.03 -0.01 0.00 -0.65
S 0.010 0.556 1.785 -0.10 0.11 -0.14 1.40
O -0.235 1.941 2.122 -0.03 -0.05 0.04 -0.74
O -0.715 0.236 0.501 0.31 -0.07 0.03 -0.77
C 1.774 0.487 1.376 0.12 0.03 0.21 -0.11
C 2.388 1.731 1.264 0.00 -0.03 0.02 -0.58
C 3.762 1.848 1.122 0.00 0.01 0.03 -0.52
C 4.549 0.710 1.113 0.01 0.00 0.01 -0.61
C 3.947 -0.537 1.181 0.02 0.03 -0.01 -0.87
C 2.567 -0.667 1.297 -0.04 0.06 -0.11 0.36
S 2.002 -2.381 1.227 0.14 0.05 0.22 1.50
O 1.897 -2.885 2.566 0.03 0.03 -0.04 -0.73
O 2.968 -3.020 0.367 0.02 -0.07 -0.02 -0.68
O 0.641 -2.304 0.599 -0.16 -0.16 -0.03 -0.73
H 1.763 2.610 1.324 -0.01 0.00 0.01 0.52
H 4.213 2.830 1.042 -0.01 0.01 0.00 0.42
H 5.626 0.785 1.030 0.00 -0.01 0.00 0.36
H 4.538 -1.439 1.111 0.00 0.00 0.00 0.48
C -0.642 8.140 -11.401 0.00 0.01 0.01 -0.84
O 0.560 7.774 -10.754 0.00 -0.01 -0.02 -0.47
C 0.475 6.889 -9.726 0.00 0.01 0.02 0.99
C -0.715 6.360 -9.244 0.00 0.00 -0.01 -0.63
C -0.683 5.460 -8.185 0.00 0.01 0.02 -0.78
C 0.513 5.078 -7.596 0.00 -0.01 -0.01 0.36
C 1.701 5.624 -8.092 0.00 0.00 0.00 -0.50
C 1.685 6.516 -9.139 0.00 0.00 0.00 -0.59
C 0.581 4.124 -6.485 0.00 -0.01 0.01 0.22
N 1.689 3.730 -5.905 0.00 0.02 0.02 -0.84
C 1.293 2.840 -4.936 -0.03 -0.04 -0.01 1.09
C -0.069 2.697 -4.933 0.02 -0.03 -0.01 0.03
N -0.521 3.528 -5.932 0.00 0.03 0.01 -0.11
C -0.781 1.839 -4.038 0.01 0.06 0.00 0.33
C -2.174 1.772 -3.981 -0.02 -0.04 0.01 -0.40
C -2.765 0.948 -3.057 0.03 0.02 -0.01 -1.31
C -1.951 0.185 -2.229 0.04 0.05 -0.13 -0.08
N -0.621 0.214 -2.290 -0.11 -0.10 0.07 0.11
C -0.008 1.055 -3.156 0.12 0.02 0.08 0.27
C 1.458 1.195 -3.144 0.01 -0.03 0.02 -0.31
N 2.152 0.461 -2.269 -0.03 0.04 0.02 0.18
C 3.458 0.577 -2.208 0.03 -0.06 -0.01 -0.65
C 4.178 1.467 -3.015 -0.04 0.04 -0.02 -1.10
C 3.489 2.230 -3.924 0.00 -0.02 0.00 -0.60
C 2.098 2.098 -4.010 0.02 0.00 -0.03 0.19
H -0.360 8.812 -12.207 0.00 0.00 0.00 0.24
H -1.320 8.660 -10.719 0.00 0.00 0.00 0.33
H -1.150 7.267 -11.819 0.00 0.00 -0.01 0.34
H -1.667 6.636 -9.674 0.00 0.00 0.00 0.38
H -1.628 5.068 -7.828 0.00 -0.01 -0.01 0.22
H 2.635 5.328 -7.632 0.00 0.00 0.00 0.50
H 2.600 6.942 -9.527 0.00 0.00 0.00 0.41
H -1.473 3.658 -6.221 0.00 0.00 0.00 0.17
H -2.778 2.377 -4.646 -0.01 -0.01 0.00 0.36
H -3.838 0.876 -2.956 0.00 0.00 -0.01 0.43
H -2.377 -0.476 -1.489 0.02 0.00 0.02 0.59
H 3.959 -0.064 -1.489 -0.04 0.05 -0.05 0.67
H 5.252 1.546 -2.910 0.01 -0.01 -0.02 0.44
H 3.988 2.931 -4.581 0.00 0.00 0.00 0.56
C -1.514 -8.515 -2.804 0.00 -0.01 0.00 -1.46
C -0.931 -7.128 -2.736 0.01 0.01 0.00 0.70
C 0.426 -6.904 -2.901 -0.01 -0.02 0.02 -1.01
C 0.976 -5.627 -2.836 0.02 0.04 0.05 0.81
C 2.469 -5.493 -2.993 0.00 -0.02 0.00 -1.69
C 0.142 -4.516 -2.614 0.09 -0.07 0.01 -0.08
Te 1.074 -2.603 -2.784 -0.07 0.09 -0.14 0.08
C -1.230 -4.733 -2.416 0.02 0.04 -0.01 0.87
C -2.214 -3.627 -2.147 0.00 0.06 -0.04 -1.11
C -1.736 -6.028 -2.483 -0.03 0.00 0.06 -0.91
H -0.750 -9.248 -3.066 0.00 0.00 0.00 0.34
H -2.307 -8.575 -3.552 0.00 0.00 0.00 0.32
H -1.947 -8.812 -1.846 0.00 0.01 0.00 0.32
H 1.087 -7.749 -3.072 -0.01 0.00 0.00 0.21
H 2.942 -6.476 -2.957 -0.01 -0.01 -0.01 0.36
H 2.885 -4.871 -2.199 0.01 0.00 0.01 0.28
H 2.738 -5.024 -3.942 -0.01 0.02 0.01 0.33
H -1.731 -2.750 -1.721 0.06 -0.03 0.03 -0.19
H -2.980 -3.966 -1.448 -0.03 -0.01 -0.02 0.40
H -2.714 -3.319 -3.072 0.04 0.02 -0.01 0.30
H -2.801 -6.175 -2.324 0.00 -0.01 0.00 0.36

25
Properties=species:S:1:pos:R:3:forces:R:3:mulliken_charge:R:1 method="wB97M-V/def2-TZVPD" e_above_lowest_kj_mol=0.00 homo_energy_ha=-0.3358 smiles="CCP(CC)OC(=O)OCC(=O)Cl" energy_ev=-37455.154
C 1.082 2.254 -1.791 0.00 -0.29 0.20 -1.08
C 1.463 0.757 -1.706 -0.40 0.10 -0.19 -0.46
P 1.030 0.087 -0.040 0.22 0.48 0.16 -0.04
C 2.486 -0.900 0.442 0.07 -0.10 0.42 -0.53
C 2.492 -1.064 1.978 -0.32 0.02 -0.36 -1.06
O -0.058 -1.158 -0.435 -0.15 0.07 -0.03 -0.26
C -1.351 -0.781 -0.395 -0.25 -0.45 -0.46 0.70
O -2.048 -0.650 -1.365 0.23 0.10 0.48 -0.50
O -1.774 -0.633 0.875 0.22 0.38 0.01 -0.31
C -2.978 0.110 0.998 -0.19 0.13 0.08 -0.59
C -4.186 -0.776 0.738 0.05 -0.36 0.19 0.67
O -4.324 -1.861 1.191 0.04 0.20 -0.21 -0.41
Cl -5.427 -0.021 -0.262 -0.08 0.10 0.01 -0.18
H 0.678 2.498 -2.775 0.20 0.10 0.02 0.31
H 0.309 2.483 -1.052 0.03 0.06 -0.12 0.34
H 1.940 2.887 -1.564 -0.08 0.07 -0.11 0.32
H 2.519 0.600 -1.938 -0.08 -0.07 -0.02 0.40
H 0.862 0.208 -2.440 0.18 -0.13 0.11 0.35
H 3.352 -0.309 0.129 0.01 -0.12 -0.05 0.29
H 2.542 -1.875 -0.047 -0.14 0.14 -0.18 0.40
H 1.473 -1.242 2.336 0.12 -0.12 0.03 0.25
H 2.825 -0.135 2.442 0.11 -0.14 0.11 0.34
H 3.111 -1.906 2.285 0.09 0.16 0.08 0.33
H -2.991 0.989 0.354 0.11 -0.18 -0.09 0.38
H -3.030 0.439 2.040 0.01 -0.13 -0.11 0.32

20
Properties=species:S:1:pos:R:3:forces:R:3:mulliken_charge:R:1 method="wB97M-V/def2-TZVPD" e_above_lowest_kj_mol=467.75 homo_energy_ha=-0.4969 energy_ev=-10973.334 charge=+1
C 0.116 2.153 -1.813 -0.13 1.34 1.24 -0.36
C 0.589 2.481 -0.520 -1.17 -3.33 -0.62 -0.42
C -0.169 0.857 -2.211 2.32 0.54 2.19 -0.56
C 0.516 1.466 0.448 0.26 -0.63 1.48 -0.51
C 0.311 -0.191 -1.332 0.89 -2.07 1.92 0.57
C 0.201 0.127 0.241 0.45 1.17 -1.59 0.74
C -0.391 -0.586 1.522 2.15 0.89 -4.61 -0.25
C 1.212 -1.044 -2.097 -1.99 2.42 5.10 -0.59
C -1.283 -2.312 2.523 -1.76 -4.07 -0.16 -0.78
N -0.724 -1.778 1.358 0.30 0.52 -0.38 -0.28
H 0.013 3.052 -2.374 -0.35 -0.03 -1.30 0.40
H 0.861 3.444 -0.212 0.36 1.31 0.01 0.48
H -0.239 0.595 -3.209 -0.62 -0.17 -2.00 0.45
H 0.704 1.687 1.517 -0.31 0.38 -0.71 0.29
H -0.469 0.078 2.373 -0.16 -0.06 0.36 0.31
H 2.169 -1.396 -1.619 -1.34 -0.08 -0.94 0.28
H 0.825 -1.139 -3.054 0.47 -0.46 -2.09 0.33
H -2.026 -3.193 2.245 1.48 1.91 0.79 0.26
H -1.737 -1.571 3.104 -1.09 0.95 1.08 0.33
H -0.478 -2.729 3.110 0.21 -0.50 0.24 0.33